{
  "formula": "C58H120Br2N4O37",
  "method": "ωB97M-V/def2-TZVPD",
  "energy_ev": -283890.84494,
  "homo_lumo_gap_ev": 9.363,
  "spin_multiplicity": 1,
  "total_charge": 0,
  "fmax_ev_per_a": 5.48,
  "elements": ["C", "C", "O", "C", "O", "O", "C", "H", "H", "H", "H", "H", "H", "H", "H", "C", "C", "O", "C", "O", "O", "C", "H", "H", "H", "H", "H", "H", "H", "H", "C", "C", "O", "C", "O", "O", "C", "H", "H", "H", "H", "H", "H", "H", "H", "C", "C", "O", "C", "O", "O", "C", "H", "H", "H", "H", "H", "H", "H", "H", "C", "C", "O", "C", "O", "O", "C", "H", "H", "H", "H", "H", "H", "H", "H", "C", "C", "O", "C", "O", "O", "C", "H", "H", "H", "H", "H", "H", "H", "H", "C", "C", "O", "C", "O", "O", "C", "H", "H", "H", "H", "H", "H", "H", "H", "C", "C", "O", "C", "O", "O", "C", "H", "H", "H", "H", "H", "H", "H", "H", "C", "C", "O", "C", "O", "O", "C", "H", "H", "H", "H", "H", "H", "H", "H", "C", "C", "O", "C", "O", "O", "C", "H", "H", "H", "H", "H", "H", "H", "H", "C", "C", "O", "C", "O", "O", "C", "H", "H", "H", "H", "H", "H", "H", "H", "C", "O", "N", "C", "C", "H", "H", "H", "H", "H", "H", "H", "C", "O", "N", "C", "C", "H", "H", "H", "H", "H", "H", "H", "C", "O", "N", "C", "C", "H", "H", "H", "H", "H", "H", "H", "C", "O", "N", "C", "C", "H", "H", "H", "H", "H", "H", "H", "Br", "C", "C", "Br", "H", "H", "H", "H"],
  "xyz": [[2.3911, -3.2970, -4.2890], [2.8387, -4.1177, -3.1150], [2.9216, -5.4770, -3.5600], [3.3604, -6.3637, -2.6375], [3.9562, -6.1184, -1.6291], [3.2349, -7.5346, -3.1723], [3.9254, -8.6774, -2.7129], [1.3438, -3.4767, -4.5317], [3.0922, -3.3518, -5.1218], [2.4012, -2.2484, -3.9915], [2.1281, -4.0985, -2.2887], [3.8521, -3.8111, -2.8560], [3.2851, -9.5546, -2.8057], [4.3562, -8.5392, -1.7212], [4.8332, -9.0016, -3.2216], [-1.4998, 0.3224, -1.7690], [-0.0249, 0.3131, -1.6376], [0.2347, 0.0217, -0.2638], [0.3723, 1.0294, 0.6105], [0.3610, 2.2367, 0.4274], [0.6874, 0.4126, 1.7627], [0.8024, 1.0942, 3.0278], [-1.6220, 0.4587, -2.8436], [-1.8795, 1.1473, -1.1660], [-1.9153, -0.6142, -1.3973], [0.4082, 1.2438, -2.0042], [0.4282, -0.5295, -2.1599], [-0.1910, 1.4602, 3.2875], [1.4753, 1.9420, 2.8992], [1.0880, 0.4649, 3.8707], [3.1990, -1.1754, -7.9377], [3.7185, 0.2070, -7.5507], [4.6717, -0.0179, -6.5389], [4.3433, -0.1184, -5.2836], [3.2625, 0.2771, -4.8521], [5.4481, -0.5715, -4.5876], [5.4058, -0.5815, -3.2077], [2.5325, -1.1852, -8.8002], [2.4705, -1.6418, -7.2745], [4.0862, -1.7330, -8.2381], [2.8581, 0.8366, -7.3236], [4.2955, 0.6390, -8.3683], [4.8181, 0.2700, -2.8646], [6.3750, -0.6419, -2.7126], [4.9567, -1.5267, -2.9029], [2.8333, -0.0376, 8.4536], [3.6044, -0.4657, 7.2165], [2.7183, -1.3297, 6.5080], [2.7462, -1.3710, 5.1865], [3.3589, -0.6095, 4.4270], [1.9313, -2.4123, 4.7985], [1.6336, -2.5971, 3.4078], [2.8580, -0.8201, 9.2120], [1.8365, 0.3705, 8.2864], [3.3880, 0.7709, 8.9298], [4.6376, -0.7842, 7.3550], [3.7698, 0.4993, 6.7375], [2.4814, -2.4091, 2.7491], [0.7478, -2.0879, 3.0281], [1.3858, -3.6567, 3.3436], [0.7892, -8.8710, 0.0751], [0.8824, -7.9813, 1.3342], [-0.0048, -6.8446, 1.1995], [0.4388, -5.6449, 0.8722], [1.6125, -5.3104, 0.8155], [-0.4883, -4.8136, 0.7793], [-0.2159, -3.5536, 0.2740], [-0.2946, -8.9383, -0.0190], [1.3607, -9.7777, 0.2733], [1.2071, -8.4121, -0.8209], [1.8702, -7.6277, 1.6296], [0.4307, -8.6501, 2.0668], [-1.1706, -3.0433, 0.1470], [0.2817, -3.5400, -0.6956], [0.4629, -2.9883, 0.9126], [-4.3906, 8.1644, 0.3720], [-4.1950, 7.4271, -0.9212], [-2.9203, 7.6851, -1.5273], [-1.8343, 6.8549, -1.3881], [-0.7597, 6.9787, -1.9861], [-2.1117, 5.9064, -0.4281], [-1.1589, 4.9287, -0.0112], [-5.4657, 8.1389, 0.5499], [-3.8968, 9.1245, 0.2226], [-3.8658, 7.6758, 1.1930], [-4.8043, 7.8169, -1.7366], [-4.5335, 6.3915, -0.8896], [-0.5187, 5.1686, 0.8378], [-0.6291, 4.6322, -0.9164], [-1.6354, 4.0316, 0.3841], [-1.4829, -2.2690, -6.1601], [-2.9406, -2.6993, -5.8212], [-3.5825, -2.9029, -7.0367], [-3.9014, -4.1170, -7.5018], [-3.5223, -5.1834, -7.0302], [-4.8162, -3.9493, -8.4286], [-5.2428, -5.0106, -9.1932], [-1.0052, -1.9130, -5.2473], [-1.4160, -1.3831, -6.7915], [-0.8474, -3.0248, -6.6216], [-3.5284, -1.9739, -5.2586], [-2.8522, -3.5942, -5.2052], [-4.4446, -5.5172, -9.7358], [-5.7741, -4.5148, -10.0056], [-5.9576, -5.6946, -8.7358], [-3.7256, 3.4846, -5.0214], [-2.7995, 3.5257, -3.8151], [-3.2728, 2.7977, -2.7176], [-4.4734, 2.9638, -2.1898], [-5.2285, 3.9392, -2.4246], [-4.7277, 1.9120, -1.5071], [-5.9016, 1.8099, -0.7994], [-3.2215, 4.1164, -5.7526], [-4.7022, 3.9586, -4.9223], [-3.7886, 2.4595, -5.3867], [-2.7001, 4.5492, -3.4539], [-1.8192, 3.1620, -4.1232], [-6.7953, 2.3554, -1.1025], [-5.7334, 1.8686, 0.2760], [-6.2244, 0.7766, -0.9268], [-2.7528, -3.1481, 5.7612], [-1.6851, -3.3407, 4.6029], [-2.4330, -3.3707, 3.3570], [-2.9229, -2.2461, 2.7798], [-2.6996, -1.1216, 3.2261], [-3.6384, -2.5697, 1.6691], [-4.3327, -1.5351, 1.0609], [-3.6062, -3.8256, 5.7354], [-3.0431, -2.1000, 5.6883], [-2.3183, -3.1744, 6.7605], [-1.0624, -4.2332, 4.6633], [-0.9740, -2.5170, 4.6654], [-4.9707, -0.9743, 1.7439], [-4.9101, -1.8907, 0.2075], [-3.5796, -0.8992, 0.5955], [4.9001, 4.2045, 5.2422], [5.5522, 2.8166, 5.4343], [6.0078, 2.7101, 6.8387], [6.3596, 1.5362, 7.3112], [6.6878, 0.5482, 6.6616], [6.5417, 1.6979, 8.6626], [6.6431, 0.5393, 9.3618], [4.2933, 4.2240, 4.3370], [5.7125, 4.9277, 5.3144], [4.2124, 4.4781, 6.0424], [6.4950, 2.7987, 4.8876], [4.9521, 1.9183, 5.2890], [5.6695, 0.0617, 9.2521], [6.5751, 0.5381, 10.4497], [7.4385, -0.1621, 9.1098], [-6.6004, -1.2510, -2.8842], [-5.8641, -2.2188, -3.7444], [-5.4953, -3.4850, -3.3580], [-4.2828, -3.6594, -2.7571], [-3.3781, -2.8140, -2.7059], [-4.3616, -4.8344, -2.1673], [-3.3334, -5.2884, -1.3427], [-7.5524, -1.6934, -2.5909], [-6.8517, -0.2761, -3.3019], [-6.0315, -1.0827, -1.9699], [-4.9664, -1.7222, -4.1126], [-6.3607, -2.4439, -4.6883], [-3.2476, -4.6071, -0.4962], [-2.3591, -5.3285, -1.8298], [-3.6513, -6.2370, -0.9100], [3.4622, -2.2470, 0.0939], [2.5931, -2.0097, -0.7553], [4.1435, -1.3461, 0.7342], [4.9851, -1.5837, 1.9058], [4.0255, 0.0398, 0.4336], [3.6854, -3.2747, 0.4197], [5.0962, -0.7383, 2.5848], [5.9628, -1.9336, 1.5742], [4.6710, -2.2826, 2.6811], [3.2141, 0.2964, -0.2476], [3.7077, 0.5206, 1.3587], [5.0492, 0.2596, 0.1307], [0.5567, 2.4577, -5.4866], [-0.3636, 2.2976, -6.2357], [0.7989, 3.6022, -4.8549], [2.0691, 3.6659, -4.1163], [-0.0773, 4.7330, -4.9836], [1.3233, 1.6808, -5.3416], [2.0778, 4.2717, -3.2102], [2.8473, 4.0204, -4.7921], [2.2791, 2.6641, -3.7416], [-1.0050, 4.5716, -5.5326], [-0.3347, 5.1402, -4.0059], [0.3345, 5.5493, -5.5772], [-2.6586, 5.3044, 3.5433], [-3.0616, 6.4932, 3.4871], [-3.2833, 4.3393, 2.7676], [-4.4379, 4.6239, 1.8506], [-2.7335, 2.9779, 2.6645], [-1.7996, 4.9239, 4.1174], [-4.0603, 4.4359, 0.8455], [-4.8454, 5.6307, 1.9421], [-5.2691, 3.9770, 2.1314], [-1.7037, 2.8562, 3.0005], [-3.4038, 2.3042, 3.1983], [-2.7629, 2.7461, 1.5999], [1.2804, 5.1196, 3.3359], [0.8720, 5.4837, 4.4514], [2.3770, 5.5970, 2.7270], [2.8035, 5.0531, 1.4958], [3.0967, 6.7308, 3.3458], [0.8772, 4.2667, 2.7682], [2.1706, 5.4814, 0.7185], [2.5285, 3.9984, 1.4853], [3.8617, 5.2410, 1.3144], [2.5372, 7.6329, 3.0981], [3.1821, 6.7569, 4.4322], [4.0567, 6.8744, 2.8501], [-0.7780, 1.8802, 5.9696], [-2.3040, 1.2644, 7.0797], [-1.8085, 0.1401, 7.9155], [-3.3703, -0.6172, 8.8876], [-3.1265, 0.9520, 6.4362], [-2.6846, 2.0355, 7.7495], [-1.0068, 0.4972, 8.5619], [-1.4533, -0.5981, 7.1965]]
}